{"formula": "C48H132N12O12", "method": "the ωB97M-V functional and the def2-TZVPD basis", "species": ["C", "O", "C", "C", "C", "N", "H", "H", "H", "H", "H", "H", "H", "H", "H", "H", "H", "C", "O", "C", "C", "C", "N", "H", "H", "H", "H", "H", "H", "H", "H", "H", "H", "H", "C", "O", "C", "C", "C", "N", "H", "H", "H", "H", "H", "H", "H", "H", "H", "H", "H", "C", "O", "C", "C", "C", "N", "H", "H", "H", "H", "H", "H", "H", "H", "H", "H", "H", "C", "O", "C", "C", "C", "N", "H", "H", "H", "H", "H", "H", "H", "H", "H", "H", "H", "C", "O", "C", "C", "C", "N", "H", "H", "H", "H", "H", "H", "H", "H", "H", "H", "H", "C", "O", "C", "C", "C", "N", "H", "H", "H", "H", "H", "H", "H", "H", "H", "H", "H", "C", "O", "C", "C", "C", "N", "H", "H", "H", "H", "H", "H", "H", "H", "H", "H", "H", "C", "O", "C", "C", "C", "N", "H", "H", "H", "H", "H", "H", "H", "H", "H", "H", "H", "C", "O", "C", "C", "C", "N", "H", "H", "H", "H", "H", "H", "H", "H", "H", "H", "H", "C", "O", "C", "C", "C", "N", "H", "H", "H", "H", "H", "H", "H", "H", "H", "H", "H", "C", "O", "C", "C", "C", "N", "H", "H", "H", "H", "H", "H", "H", "H", "H", "H", "H"], "xyz": [[18.264911, 17.168066, 21.373962], [18.844687, 16.640229, 20.199412], [17.885404, 16.373100, 19.200988], [16.977752, 15.178127, 19.521174], [17.727518, 13.871688, 19.760089], [16.253755, 15.048576, 18.186330], [17.367964, 17.741525, 21.154426], [19.025499, 17.760739, 21.888978], [18.078976, 16.376189, 22.181950], [17.258053, 17.283537, 19.041805], [18.404900, 16.147521, 18.241472], [16.317488, 15.411571, 20.371760], [18.421135, 13.982775, 20.595995], [18.273795, 13.537460, 18.842935], [17.006842, 13.081952, 19.977167], [15.581280, 14.318063, 18.212972], [15.669828, 15.930222, 18.121480], [17.598141, 19.551277, 9.773550], [17.633201, 20.059771, 11.116000], [18.669047, 21.010383, 11.185783], [18.705737, 21.555763, 12.545923], [19.007010, 20.456546, 13.562417], [17.480854, 22.304713, 12.909149], [18.646207, 19.705635, 9.423488], [16.862983, 20.145826, 9.175457], [17.346556, 18.484212, 9.749297], [19.655994, 20.596932, 11.060785], [18.392874, 21.703775, 10.404743], [19.501917, 22.341461, 12.535814], [20.003641, 20.111314, 13.426705], [18.210250, 19.735771, 13.517095], [18.942651, 20.809958, 14.551633], [17.192482, 22.821461, 12.067037], [16.767686, 21.632576, 13.225444], [19.266393, 16.930503, 12.652366], [18.053495, 16.918290, 13.334950], [18.080199, 16.263841, 14.574009], [17.908175, 14.701215, 14.486078], [16.507811, 14.338909, 13.905050], [18.149153, 14.076399, 15.728650], [19.207059, 17.536865, 11.782086], [19.553667, 15.916023, 12.389226], [20.069987, 17.383789, 13.215695], [19.044641, 16.356443, 15.100035], [17.260664, 16.593877, 15.185669], [18.696105, 14.364043, 13.886633], [15.832276, 14.331167, 14.774925], [16.415146, 13.300056, 13.517819], [16.250617, 15.059261, 13.115296], [17.532499, 14.532426, 16.368257], [18.031645, 13.070003, 15.726582], [22.631929, 17.380702, 10.899926], [23.108490, 17.797885, 12.166692], [23.242610, 19.205697, 12.270614], [23.969449, 19.499793, 13.594700], [24.230229, 20.986970, 13.666977], [25.255271, 18.789690, 13.611795], [21.578448, 17.711653, 10.809356], [22.667600, 16.284639, 10.891774], [23.282781, 17.770188, 10.167188], [23.877148, 19.552137, 11.445911], [22.279138, 19.746889, 12.108876], [23.276425, 19.204501, 14.388366], [23.264376, 21.505375, 13.688348], [24.793378, 21.367192, 12.830062], [24.740711, 21.165790, 14.586718], [25.639462, 18.847429, 14.569427], [25.061665, 17.815728, 13.469867], [13.520429, 18.430461, 19.431928], [14.223546, 17.725827, 18.452721], [14.554781, 18.514541, 17.327955], [15.967759, 18.927365, 17.242561], [16.390773, 19.859522, 18.378323], [16.251252, 19.623719, 15.944436], [12.500294, 18.544794, 19.050244], [13.973831, 19.335565, 19.815266], [13.405468, 17.741517, 20.290233], [14.376407, 17.860431, 16.424171], [13.910466, 19.365682, 17.380502], [16.535753, 17.994045, 17.210484], [16.363317, 19.353768, 19.331529], [15.758728, 20.789565, 18.394019], [17.358029, 20.238561, 18.209354], [16.121212, 19.075592, 15.085860], [17.190695, 19.920890, 16.039694], [13.769967, 9.429771, 13.904595], [14.519673, 10.210909, 14.803243], [13.736934, 10.781810, 15.858126], [14.566052, 11.895098, 16.511754], [15.939422, 11.449576, 16.952847], [13.851683, 12.443654, 17.682654], [14.408525, 8.829477, 13.170994], [13.160456, 10.178521, 13.375071], [13.117175, 8.643309, 14.442624], [12.739146, 11.136593, 15.539981], [13.453635, 10.039612, 16.620751], [14.648586, 12.756369, 15.811191], [16.027170, 10.909946, 17.912129], [16.514204, 12.372713, 17.046347], [16.429146, 10.912332, 16.193109], [13.010022, 12.794774, 17.233811], [13.525446, 11.618464, 18.165907], [21.537750, 13.071980, 11.188986], [22.371568, 13.662526, 12.189543], [21.796727, 13.512935, 13.499426], [22.104248, 14.563379, 14.511168], [23.555777, 14.713161, 14.887901], [21.477520, 14.335772, 15.827038], [21.969869, 13.507721, 10.295671], [20.514054, 13.394187, 11.330750], [21.688525, 11.984789, 11.183852], [20.689968, 13.357612, 13.433350], [22.173068, 12.525460, 13.913347], [21.806893, 15.553927, 14.161867], [23.803848, 15.563726, 15.456643], [24.225971, 14.849482, 14.007620], [23.827393, 13.877037, 15.500721], [21.681184, 13.422245, 16.176172], [20.477369, 14.443430, 15.908991], [19.878877, 10.940499, 15.867771], [18.897365, 11.169703, 14.871662], [19.144421, 10.284832, 13.734081], [18.372740, 10.929912, 12.553743], [16.871113, 10.696967, 12.528800], [18.910932, 10.360142, 11.301195], [19.549491, 11.374458, 16.826851], [20.853683, 11.458954, 15.684196], [19.964618, 9.884664, 16.137956], [20.206894, 10.318065, 13.517730], [18.841013, 9.295039, 13.982817], [18.682405, 11.957047, 12.593622], [16.500178, 11.039713, 11.581423], [16.295827, 11.127584, 13.375656], [16.771597, 9.619475, 12.541599], [18.575799, 9.394964, 11.401686], [19.917549, 10.232838, 11.427745], [20.812592, 15.804374, 8.501443], [19.593103, 16.010090, 9.230436], [18.521638, 15.301144, 8.597294], [17.430898, 15.014068, 9.681325], [17.820506, 13.896884, 10.615055], [16.153647, 14.713036, 9.080485], [21.502853, 16.618729, 8.806870], [20.608920, 15.686174, 7.420546], [21.195702, 14.866764, 8.852259], [18.111058, 15.786270, 7.681681], [18.932858, 14.371645, 8.254357], [17.359219, 15.921710, 10.309289], [17.738549, 12.847954, 10.194102], [17.274490, 13.958076, 11.515170], [18.893516, 14.119912, 10.802800], [15.603676, 14.233922, 9.848814], [15.673247, 15.568090, 8.746525], [20.524714, 18.166977, 17.657082], [21.678341, 18.791880, 17.121006], [21.350047, 20.050431, 16.509689], [22.370133, 21.058484, 16.886952], [22.431614, 21.166399, 18.408994], [22.036135, 22.286963, 16.184285], [19.965455, 18.788925, 18.310683], [20.883082, 17.257794, 18.194301], [19.788462, 17.812232, 16.942215], [21.184026, 19.805972, 15.412247], [20.408841, 20.360554, 17.000017], [23.347695, 20.754812, 16.528348], [21.445310, 21.454011, 18.813776], [23.148659, 21.892920, 18.644323], [22.696233, 20.164685, 18.809440], [21.193718, 22.743917, 16.555799], [22.788790, 22.949283, 16.435471], [13.562375, 14.835759, 11.626943], [13.629529, 15.990415, 10.834701], [14.709549, 16.826862, 11.111908], [14.559283, 17.546089, 12.437125], [13.318064, 18.471981, 12.377067], [15.646881, 18.403863, 12.772657], [14.527408, 14.358457, 11.768315], [12.903722, 14.145257, 11.156646], [13.165589, 14.975531, 12.643943], [15.635536, 16.193199, 11.156289], [14.837505, 17.579859, 10.310129], [14.494268, 16.802742, 13.168786], [13.343883, 18.964826, 13.342115], [12.435295, 17.902543, 12.133331], [13.520976, 19.313849, 11.663792], [16.543952, 17.920104, 12.938764], [15.889629, 19.128293, 12.096353], [13.267369, 15.284433, 15.856344], [12.446130, 14.142173, 15.565117], [11.221743, 14.491090, 14.906112], [10.362436, 13.243036, 14.844796], [10.627296, 12.326281, 13.631766], [9.009964, 13.662277, 14.717611], [12.662341, 16.076091, 16.237776], [13.884265, 15.680098, 15.056229], [14.004550, 14.988455, 16.654228], [10.728968, 15.292857, 15.461661], [11.502986, 14.834640, 13.924696], [10.685730, 12.815264, 15.783651], [10.503122, 12.971245, 12.800890], [9.955153, 11.477207, 13.541243], [11.616780, 11.927770, 13.521386], [8.709065, 14.216436, 15.498527], [8.341899, 12.980343, 14.453442]], "forces_ev_per_angstrom": [[0.8, -1.2, 1.5], [0.0, 0.2, 0.1], [0.0, -0.1, 0.0], [0.0, -0.1, -2.1], [0.2, 0.0, -0.4], [-0.3, 2.4, 1.1], [-0.1, 0.1, 0.1], [-0.1, 0.4, -0.4], [-0.4, 0.6, -1.3], [0.3, -0.6, 0.1], [-0.1, 0.1, 0.7], [0.0, -0.1, -0.3], [0.0, -0.2, -0.1], [-0.2, 0.5, 0.7], [0.0, 0.0, 0.2], [-0.8, -1.0, 0.2], [0.7, -1.3, -0.1], [0.5, 0.6, 0.2], [-0.1, -1.4, -0.6], [-0.9, -0.4, 0.0], [-0.1, 2.2, 1.4], [-0.8, 1.0, -0.7], [0.2, -0.5, -0.1], [-0.9, -0.5, -0.6], [0.6, -0.5, 0.2], [0.0, 0.3, 0.2], [0.5, -0.6, -0.8], [0.7, 1.0, -0.2], [-0.1, -0.7, 0.2], [0.6, -0.9, -0.3], [0.1, -0.9, -0.4], [0.1, 0.9, 1.3], [-0.3, -0.4, 0.7], [0.1, 0.6, -0.5], [0.8, -0.6, 0.2], [-0.6, 0.2, 0.5], [0.6, -2.3, 0.5], [-1.4, 0.5, -1.4], [0.6, -0.3, 0.3], [0.7, 0.5, 1.2], [-0.6, 0.3, -1.0], [0.2, -0.2, -0.3], [0.3, 0.0, 0.7], [-0.2, 0.6, -0.1], [-0.4, 0.7, 0.3], [1.1, -0.5, -1.8], [-0.2, 0.5, -0.4], [0.4, 0.6, 0.0], [-0.3, -0.2, 0.3], [-0.5, -0.3, 1.3], [-0.1, 0.2, -0.2], [-0.9, -0.5, 1.8], [-0.3, 0.1, 0.2], [0.6, -0.3, -0.2], [-0.4, 0.3, -1.2], [-1.2, -0.1, 0.1], [-0.2, 0.3, 0.9], [0.4, -0.1, -0.5], [-0.1, 0.2, 0.0], [0.5, 0.5, -1.3], [0.2, 0.0, -0.1], [0.3, -0.4, 0.6], [0.1, -0.1, 0.3], [0.2, 0.1, 0.2], [0.4, -0.1, -0.3], [0.5, 0.6, 0.6], [-0.2, 0.1, -0.7], [0.0, -0.6, -0.2], [-1.2, -1.5, 0.9], [1.3, -0.4, 0.1], [-1.0, -1.2, -1.1], [1.4, 0.5, -1.0], [-1.5, 0.4, -0.5], [-1.4, -0.3, 0.8], [0.0, 0.8, 0.2], [0.2, 0.4, -0.3], [0.2, 0.3, -0.3], [-0.3, 0.8, 0.7], [-0.6, 0.8, -0.7], [0.3, -0.1, 0.6], [-0.1, 0.0, 0.4], [0.2, -1.0, 0.0], [1.5, 0.2, -0.1], [0.0, 0.1, 0.5], [1.0, 0.4, -0.5], [-0.7, -1.0, -0.1], [0.0, -0.3, 0.7], [0.2, 0.0, -0.1], [-0.3, 0.2, 0.2], [0.3, 1.1, 0.6], [-0.4, -0.2, -0.9], [-0.5, 1.2, 1.1], [-0.3, -0.8, -0.3], [0.8, 1.2, -0.7], [0.5, 0.3, -0.5], [0.5, -0.3, 0.0], [0.1, -0.8, 0.1], [-0.5, 0.1, -0.4], [0.1, 0.0, 0.4], [0.6, -1.0, -1.0], [-0.3, 0.5, 0.4], [0.0, -0.1, 0.7], [1.6, 0.6, 0.5], [-0.9, 0.4, 1.1], [-0.2, -2.4, -0.3], [0.2, 1.7, 1.4], [1.2, -0.4, -2.1], [-0.4, 0.4, -0.4], [-0.4, -0.3, -0.5], [-0.2, -0.3, -0.1], [-0.4, 0.1, -0.1], [0.6, 0.4, -0.1], [-0.2, 0.7, -0.2], [-0.5, 0.0, -0.2], [-0.5, 1.2, 1.0], [-0.4, -0.7, 0.3], [0.6, -0.8, 0.1], [0.4, -0.6, 0.2], [-0.4, 0.0, -0.5], [-0.1, 0.8, 1.3], [0.8, -1.0, -0.2], [-1.1, 2.8, 0.4], [1.1, -0.8, 0.2], [0.5, 0.3, 1.0], [-0.2, -1.0, 0.5], [-0.3, 0.2, -0.4], [-0.6, -0.8, -0.4], [0.4, -0.2, -0.5], [0.3, -0.1, -0.1], [-0.3, -1.0, 0.1], [-0.3, 0.8, 0.0], [-0.4, 0.3, -0.4], [0.5, -0.3, -0.5], [-0.4, -0.4, 0.1], [0.1, 0.0, -0.8], [-0.1, 0.3, -0.3], [-0.6, 0.5, 0.6], [-0.4, 0.3, -0.9], [-0.5, 0.0, 1.0], [0.3, 0.7, -0.7], [1.9, -0.7, -1.4], [-1.1, -0.5, 0.6], [-0.4, -0.5, -0.8], [0.4, 0.6, 0.4], [0.6, -0.6, 0.0], [0.2, 0.3, 0.7], [0.0, -0.9, -0.2], [0.3, 0.0, -0.2], [0.1, 1.2, 0.2], [-0.6, 0.0, 1.1], [-0.7, -0.5, 0.4], [0.3, 1.0, -1.6], [0.2, -0.9, 0.5], [1.2, -1.9, 0.1], [-0.6, 0.2, 0.0], [-1.0, -2.2, -0.4], [-0.2, 0.2, 0.0], [-1.1, -1.6, -0.5], [0.7, 1.4, 0.4], [-0.2, 0.9, 1.0], [-0.3, 0.7, -0.2], [0.1, 0.0, -0.8], [0.3, 1.0, 1.1], [-0.1, 0.2, -0.6], [0.3, -0.2, -0.2], [0.3, 0.0, -0.1], [1.1, 1.0, 0.7], [0.0, 0.8, 0.0], [0.2, -0.5, -0.1], [-0.5, -0.2, -0.5], [0.1, 0.2, 0.7], [-0.7, -0.2, -0.5], [1.5, -0.3, 0.3], [-0.8, 2.0, -2.0], [1.4, 0.1, 0.1], [2.2, 0.3, 0.6], [0.5, -0.1, -0.2], [-0.5, -0.6, -0.6], [0.1, 0.4, -0.1], [-0.5, 0.6, -0.1], [-0.3, -0.4, 0.1], [-0.4, -1.1, 1.5], [-0.8, 0.0, 0.3], [-0.5, 0.2, 0.0], [-0.3, -0.9, 0.2], [-0.7, 0.0, -0.2], [-0.5, -0.2, 0.0], [0.8, -1.2, 1.1], [0.4, 0.6, 0.0], [1.2, -0.2, -0.2], [0.8, -0.4, -0.6], [0.3, 0.3, 0.8], [-0.3, 1.2, 0.3], [-0.5, 0.7, 0.4], [-0.2, -0.2, -0.7], [-0.9, 0.1, -0.6], [-0.2, 0.0, 0.0], [-0.3, 0.5, -0.6], [-0.6, -1.1, 0.6], [-0.4, 0.5, -1.2], [-0.3, 0.1, 0.2], [0.7, -0.1, 0.5], [-0.4, 0.0, 0.2], [-0.4, -0.7, 0.0]], "lowdin_charge": [-0.11, -0.19, -0.23, -0.38, -0.05, 0.05, 0.08, 0.08, 0.11, 0.10, 0.13, 0.14, 0.07, 0.08, 0.07, 0.02, 0.07, -0.07, -0.23, -0.26, -0.43, -0.04, 0.05, 0.09, 0.10, 0.07, 0.12, 0.13, 0.15, 0.06, 0.06, 0.05, 0.08, 0.07, -0.09, -0.21, -0.15, -0.41, -0.02, 0.07, 0.07, 0.09, 0.09, 0.12, 0.11, 0.09, 0.06, 0.07, 0.05, 0.03, 0.05, -0.10, -0.20, -0.21, -0.44, -0.08, 0.05, 0.09, 0.09, 0.08, 0.12, 0.12, 0.12, 0.07, 0.08, 0.06, 0.09, 0.05, -0.11, -0.21, -0.22, -0.43, -0.04, 0.07, 0.09, 0.08, 0.10, 0.13, 0.12, 0.11, 0.06, 0.11, 0.05, 0.04, 0.03, -0.12, -0.22, -0.18, -0.42, -0.05, 0.06, 0.10, 0.07, 0.11, 0.11, 0.13, 0.12, 0.10, 0.05, 0.05, 0.04, 0.07, -0.08, -0.18, -0.20, -0.43, -0.07, 0.06, 0.07, 0.05, 0.09, 0.11, 0.14, 0.13, 0.06, 0.09, 0.07, 0.04, 0.03, -0.12, -0.22, -0.15, -0.43, -0.05, 0.04, 0.08, 0.08, 0.09, 0.11, 0.12, 0.10, 0.07, 0.07, 0.07, 0.07, 0.06, -0.08, -0.21, -0.18, -0.46, -0.05, 0.04, 0.08, 0.10, 0.06, 0.13, 0.11, 0.11, 0.11, 0.03, 0.06, 0.08, 0.09, -0.11, -0.19, -0.22, -0.47, -0.04, 0.04, 0.06, 0.11, 0.06, 0.13, 0.11, 0.13, 0.09, 0.05, 0.09, 0.08, 0.09, -0.10, -0.16, -0.23, -0.45, -0.03, 0.07, 0.07, 0.09, 0.07, 0.09, 0.14, 0.09, 0.07, 0.07, 0.09, 0.05, 0.07, -0.09, -0.22, -0.18, -0.44, -0.03, 0.05, 0.07, 0.06, 0.08, 0.13, 0.11, 0.12, 0.07, 0.08, 0.05, 0.08, 0.07], "e_homo_ev": -8.549, "e_lumo_ev": 0.66, "e_tot_ha": -3467.65170, "de_lowest_ev": 3.670, "gap_ha": 0.3386, "smiles": "COC[C@H](C)N.COC[C@H](C)N.COC[C@H](C)N.COC[C@H](C)N.COC[C@H](C)N.COC[C@H](C)N.COC[C@H](C)N.COC[C@H](C)N.COC[C@H](C)N.COC[C@H](C)N.COC[C@H](C)N.COC[C@H](C)N", "total_charge": 0}